A cluster of 2 separate species, C9H11NOS in total in a non-equilibrium geometry, computed with ωB97M-V/def2-TZVPD.

Structure (XYZ):
```
23
Properties=species:S:1:pos:R:3:forces:R:3:mulliken_charge:R:1
C -1.98684 -0.20408 -2.27017 -0.782 -0.796 -1.520 -0.445
C -2.36217 -0.35237 -0.94050 -1.134 -0.372 0.677 -0.675
C -0.63907 0.02878 -2.54358 -0.306 0.677 -2.137 -0.345
C -1.45944 0.03117 0.08159 -2.382 -1.374 0.292 -0.060
C 0.25390 0.17729 -1.57097 3.860 -0.203 1.500 -0.505
C -0.15355 0.30083 -0.20605 2.671 0.952 -0.459 1.020
C 1.13494 -1.52191 1.21074 1.727 -1.794 -0.404 0.386
C 2.19872 1.34138 0.44773 -1.474 -0.936 -0.826 -1.333
C 0.82718 0.74796 0.76585 -0.631 2.512 -1.635 0.078
N 0.33463 -1.75821 2.19577 -3.929 1.930 2.927 -0.273
O 1.94035 -2.15021 0.59464 0.220 -0.584 -0.340 -0.472
S 0.25528 1.26972 2.30256 -1.928 1.681 -0.164 -0.254
H -2.59531 -0.40770 -3.21835 0.328 0.250 1.965 0.278
H -3.35445 -0.82380 -0.61079 1.429 1.119 -0.772 0.273
H -0.24052 0.20178 -3.56132 -0.672 -0.672 0.419 0.325
H -1.82754 -0.06618 1.11968 0.352 0.278 -0.718 0.254
H 1.40102 0.08248 -1.84506 -2.517 0.738 0.726 0.084
H 2.05275 2.33859 -0.05768 0.263 -1.159 -0.225 0.271
H 2.74900 0.53609 -0.12373 0.141 1.468 0.677 0.312
H 2.53859 1.64559 1.42154 1.186 -0.405 0.182 0.463
H -0.24397 -0.82258 2.45808 1.634 -3.117 -0.478 0.166
H -0.02765 -2.63344 2.65721 0.930 0.688 -0.937 0.250
H -0.79585 2.03882 1.69284 1.015 -0.880 1.249 0.202
```
Positions in Å, forces in eV/Å.

## Properties
* E_HOMO (spin up / spin down): -5.7 / -9.3 eV
* multiplicity: 3
* E_LUMO (spin up / spin down): 0.535 / -1.454 eV
* expectation value of S²: 2.03
* E: -877.54488 hartree
* energy above the lowest of the compared OMol25 structures with the same formula, charge and spin: 2.688 eV
* Kohn-Sham gap (spin up / spin down): 0.228 / 0.290 Ha

A cluster of 2 separate species, C9H11O3 in total in a non-equilibrium geometry, computed with ωB97M-V/def2-TZVPD.

Structure (XYZ):
```
23
Properties=species:S:1:pos:R:3:forces:R:3:mulliken_charge:R:1
C -2.11530 4.25453 0.74105 -3.409 2.037 -1.028 -0.786
C -2.71076 3.00739 0.10045 -1.664 0.418 -0.426 0.578
O -2.24655 1.88463 0.36534 2.442 -1.807 1.488 -0.687
O -3.63669 3.14077 -0.67364 -1.702 1.072 -1.443 -0.700
H -1.12990 4.01571 0.64078 3.165 0.410 0.374 0.270
H -2.47654 4.48486 1.74997 0.433 -0.646 0.031 0.216
H -2.48151 5.20192 0.13926 1.106 -1.983 0.853 0.215
C 3.20783 -2.69180 -0.09949 3.317 0.141 4.665 -1.385
C -0.68838 -1.03971 -0.36211 1.788 5.645 1.576 0.597
C 0.42695 -0.08105 -0.15751 0.379 -2.396 -0.195 -0.229
C -0.37718 -2.32435 -0.53531 0.789 -0.783 -0.279 -0.973
C 1.67706 -0.64875 -0.01647 1.540 0.877 -0.057 -0.539
C 0.90359 -2.80733 -0.44068 -0.079 -0.180 -0.067 -0.211
C 1.99411 -2.00626 -0.19926 -4.540 0.263 0.026 0.583
O -1.88459 -0.57450 -0.15626 -1.866 1.621 -0.626 -0.648
H -2.01634 0.57111 -0.07461 0.036 -1.719 0.132 0.477
H 0.40068 0.99893 -0.04736 -0.876 -0.265 0.067 0.348
H -1.15862 -2.95346 -0.73449 -1.928 -1.764 -0.262 0.461
H 2.51628 0.01365 0.27356 -0.412 -0.193 -0.315 0.267
H 1.02059 -3.87992 -0.46792 0.182 -0.236 -0.276 0.214
H 3.22171 -3.70607 -0.34634 -0.491 -1.610 -0.398 0.385
H 3.67360 -2.62846 1.01061 -0.775 -0.122 -2.178 0.180
H 3.87996 -2.23185 -0.70956 2.564 1.219 -1.662 0.368
```
Positions in Å, forces in eV/Å.

## Properties
* E_HOMO: -4.3 eV
* multiplicity: 1
* E_LUMO: 3.270 eV
* net charge: -1
* E: -575.28554 hartree
* energy above the lowest of the compared OMol25 structures with the same formula, charge and spin: 1.983 eV
* Kohn-Sham gap: 0.279 Ha

A structure of composition C9H11O3 in a non-equilibrium geometry, computed with ωB97M-V/def2-TZVPD.

Structure (XYZ):
```
23
Properties=species:S:1:pos:R:3:forces:R:3:mulliken_charge:R:1
C 1.60130 2.50318 0.20349 0.173 0.350 0.422 -0.662
C 2.94143 1.98626 -0.29709 0.224 0.102 -0.295 0.673
O 2.93391 1.18419 -1.30952 -0.380 -0.287 0.040 -0.634
O 3.96453 2.36016 0.27209 -0.023 -0.038 -0.050 -0.714
H 0.91558 1.69309 0.40595 -0.277 -0.228 -0.091 0.079
H 1.11998 3.22766 -0.45754 0.128 -0.277 -0.260 0.236
H 1.82201 3.01840 1.13083 -0.110 0.096 0.240 0.306
C -2.43072 -2.27143 1.54512 -0.664 0.868 0.362 -1.345
C 0.00703 -0.12895 -1.31908 0.901 0.334 -0.645 0.155
C 0.58521 -1.12861 -0.51459 -0.190 0.207 0.698 -0.164
C -1.34460 0.18735 -1.10934 0.042 -0.222 0.048 -0.699
C -0.15331 -1.76587 0.47381 0.072 0.097 -0.325 -0.354
C -2.02264 -0.41558 -0.06013 -0.435 0.036 -0.102 -0.258
C -1.49046 -1.45553 0.69460 0.170 0.078 0.165 0.507
O 0.75079 0.54436 -2.19992 -0.261 -0.305 0.672 -0.786
H 1.65054 -1.31947 -0.56228 -0.023 0.025 -0.308 0.402
H 1.82855 0.80992 -1.70751 -0.010 0.258 -0.389 0.379
H -1.82669 0.87211 -1.80509 0.136 0.196 0.432 0.383
H 0.36560 -2.48500 1.08567 -0.066 -0.369 0.179 0.332
H -3.00731 -0.06587 0.24806 -0.132 -0.112 -0.493 0.224
H -2.07213 -2.64901 2.50162 0.541 -0.350 -0.246 0.355
H -2.85341 -3.05455 0.91731 0.016 -0.374 0.284 0.259
H -3.28522 -1.64682 1.86354 0.167 -0.083 -0.337 0.324
```
Positions in Å, forces in eV/Å.

## Properties
* E_HOMO: -4.3 eV
* multiplicity: 1
* E_LUMO: 3.318 eV
* net charge: -1
* E: -575.35021 hartree
* energy above the lowest of the compared OMol25 structures with the same formula, charge and spin: 0.224 eV
* Kohn-Sham gap: 0.279 Ha

Please write out number 1 again, unchanged.
A cluster of 2 separate species, C9H11NOS in total in a non-equilibrium geometry, computed with ωB97M-V/def2-TZVPD.

Structure (XYZ):
```
23
Properties=species:S:1:pos:R:3:forces:R:3:mulliken_charge:R:1
C -1.98684 -0.20408 -2.27017 -0.782 -0.796 -1.520 -0.445
C -2.36217 -0.35237 -0.94050 -1.134 -0.372 0.677 -0.675
C -0.63907 0.02878 -2.54358 -0.306 0.677 -2.137 -0.345
C -1.45944 0.03117 0.08159 -2.382 -1.374 0.292 -0.060
C 0.25390 0.17729 -1.57097 3.860 -0.203 1.500 -0.505
C -0.15355 0.30083 -0.20605 2.671 0.952 -0.459 1.020
C 1.13494 -1.52191 1.21074 1.727 -1.794 -0.404 0.386
C 2.19872 1.34138 0.44773 -1.474 -0.936 -0.826 -1.333
C 0.82718 0.74796 0.76585 -0.631 2.512 -1.635 0.078
N 0.33463 -1.75821 2.19577 -3.929 1.930 2.927 -0.273
O 1.94035 -2.15021 0.59464 0.220 -0.584 -0.340 -0.472
S 0.25528 1.26972 2.30256 -1.928 1.681 -0.164 -0.254
H -2.59531 -0.40770 -3.21835 0.328 0.250 1.965 0.278
H -3.35445 -0.82380 -0.61079 1.429 1.119 -0.772 0.273
H -0.24052 0.20178 -3.56132 -0.672 -0.672 0.419 0.325
H -1.82754 -0.06618 1.11968 0.352 0.278 -0.718 0.254
H 1.40102 0.08248 -1.84506 -2.517 0.738 0.726 0.084
H 2.05275 2.33859 -0.05768 0.263 -1.159 -0.225 0.271
H 2.74900 0.53609 -0.12373 0.141 1.468 0.677 0.312
H 2.53859 1.64559 1.42154 1.186 -0.405 0.182 0.463
H -0.24397 -0.82258 2.45808 1.634 -3.117 -0.478 0.166
H -0.02765 -2.63344 2.65721 0.930 0.688 -0.937 0.250
H -0.79585 2.03882 1.69284 1.015 -0.880 1.249 0.202
```
Positions in Å, forces in eV/Å.

## Properties
* E_HOMO (spin up / spin down): -5.7 / -9.3 eV
* multiplicity: 3
* E_LUMO (spin up / spin down): 0.535 / -1.454 eV
* expectation value of S²: 2.03
* E: -877.54488 hartree
* energy above the lowest of the compared OMol25 structures with the same formula, charge and spin: 2.688 eV
* Kohn-Sham gap (spin up / spin down): 0.228 / 0.290 Ha